Record 1
# C30H50CuO7P2Si

A molecular structure, C30H50CuO7P2Si (ωB97M-V with the def2-TZVPD basis set, the OMol25 dataset).

Its LUMO energy (spin up / spin down) is 0.0112 / 0.0111 Ha. Its strongest force on any atom is 0.04935 hartree/bohr. As for the expectation value of S²: 0.756. For the HOMO energy (spin up / spin down), the calculation gives -5.27 / -6.66 eV. For the molar mass, the calculation gives 676.30 Da. The calculation puts the frontier orbital gap (spin up / spin down) at 5.572 / 6.966 eV.

```
! RIJCOSX wB97M-V def2-TZVPD def2/J DEFGRID3
* xyz 0 2
Cu -0.764 -0.844 0.593
C 1.451 2.368 3.766
C 0.431 3.465 3.417
C -0.911 3.206 4.157
O 0.172 3.462 1.986
P -0.211 2.395 0.895
O -0.071 0.974 1.363
C -1.928 2.773 0.364
P -2.477 1.593 -0.919
O -1.724 0.289 -0.839
O -4.058 1.529 -0.792
C -4.960 0.298 -0.740
C -4.717 -0.449 -2.072
C -6.338 0.929 -0.691
O -2.125 2.292 -2.331
C -2.821 3.529 -2.859
C -1.837 4.648 -2.824
C -3.192 3.215 -4.288
O 0.668 2.786 -0.408
C 2.110 2.809 -0.524
C 2.510 2.267 -1.871
C 2.544 4.276 -0.481
H 1.462 2.289 4.871
H 2.479 2.737 3.418
H 1.140 1.441 3.243
H 0.914 4.430 3.578
H -1.360 2.384 3.632
H -1.626 4.047 4.130
H -0.761 2.965 5.208
H -2.032 3.770 -0.073
H -2.629 2.681 1.214
H -4.776 -0.227 0.200
H -5.270 0.045 -2.880
H -5.107 -1.508 -2.100
H -3.671 -0.459 -2.300
H -6.535 1.553 -1.587
H -6.453 1.629 0.109
H -7.168 0.236 -0.547
H -3.702 3.856 -2.157
H -0.958 4.575 -3.500
H -1.426 4.887 -1.840
H -2.405 5.528 -3.145
H -2.351 2.667 -4.761
H -3.271 4.183 -4.878
H -4.130 2.656 -4.343
H 2.527 2.168 0.309
H 1.929 2.680 -2.704
H 2.375 1.173 -1.838
H 3.551 2.403 -2.087
H 1.996 4.812 -1.285
H 3.604 4.430 -0.618
H 2.221 4.759 0.430
C -0.109 -3.647 0.627
C -1.599 -3.488 1.105
C -2.395 -4.804 0.854
C -2.151 -2.320 0.332
H 0.265 -4.569 1.005
H 0.430 -2.347 2.170
H 0.480 -4.328 -1.167
H -1.556 -3.226 2.163
H -3.223 -4.922 1.569
H -1.761 -5.609 1.143
H -2.752 -4.999 -0.194
H -3.101 -1.910 0.640
H -2.067 -2.347 -0.740
C 3.024 -4.675 -3.141
C 2.496 -3.394 -3.369
C 2.441 -2.532 -2.267
C 2.936 -2.891 -1.002
C 3.532 -4.159 -0.818
C 3.648 -4.990 -1.936
Si 2.250 -1.889 0.437
C 3.522 -2.243 1.735
C 4.918 -2.150 1.438
C 5.869 -2.275 2.433
C 5.458 -2.543 3.733
C 4.089 -2.808 4.005
C 3.130 -2.651 3.009
H 2.891 -5.394 -3.937
H 2.181 -3.012 -4.351
H 1.907 -1.514 -2.400
H 3.834 -4.458 0.167
H 4.193 -5.936 -1.789
H 2.417 -0.472 0.001
H 5.230 -1.730 0.436
H 6.925 -2.093 2.280
H 6.158 -2.502 4.575
H 3.724 -2.995 5.068
H 2.067 -2.653 3.365
O -0.185 -3.725 -0.813
C 0.562 -2.402 1.036
*
```

Record 2
# C27H50IN5O2

3 unconnected molecules or ions with the total composition C27H50IN5O2 (ωB97M-V with the def2-TZVPD basis set, the OMol25 dataset).

Its LUMO energy (spin up / spin down) is -0.0051 / -0.0051 Ha. Its strongest force on any atom is 0.05652 hartree/bohr. As for the expectation value of S²: 2.008. For the HOMO energy (spin up / spin down), the calculation gives -8.87 / -9.66 eV. For the molar mass, the calculation gives 603.63 Da. The calculation puts the frontier orbital gap (spin up / spin down) at 8.734 / 9.517 eV.

```
! RIJCOSX wB97M-V def2-TZVPD def2/J DEFGRID3
* xyz 0 3
C 1.712 3.194 6.510
C 1.352 3.449 5.029
C 0.633 4.800 4.758
C 0.261 4.839 3.251
C -0.522 5.160 5.751
C -0.411 6.658 5.991
N -0.372 7.791 6.025
C -1.998 4.900 5.280
I -3.231 5.101 7.104
C -2.535 5.959 4.365
N -2.677 6.860 3.685
C -2.310 3.471 4.742
N -1.572 2.416 5.418
H 0.778 2.960 7.060
H 2.338 2.293 6.626
H 2.163 4.066 7.012
H 0.837 2.582 4.591
H 2.313 3.513 4.478
H 1.410 5.574 4.898
H 1.213 4.826 2.690
H -0.252 3.903 2.988
H -0.276 5.748 2.941
H -0.423 4.709 6.747
H -2.223 3.447 3.644
H -3.386 3.297 4.940
H -2.123 1.947 6.125
H -1.198 1.747 4.756
C -1.925 -0.095 0.392
C -0.814 0.982 0.355
C -0.309 1.141 -1.084
C 0.545 -0.036 -1.550
C 1.683 -0.307 -0.572
C 1.220 -0.460 0.883
N 0.291 0.632 1.298
O 0.999 1.708 1.525
C 0.540 -1.831 1.078
C 2.457 -0.518 1.789
C -1.521 2.271 0.789
H -2.888 0.332 0.108
H -1.754 -0.916 -0.302
H -2.044 -0.508 1.396
H 0.284 2.058 -1.170
H -1.158 1.262 -1.762
H -0.067 -0.933 -1.678
H 0.960 0.185 -2.535
H 2.220 -1.207 -0.882
H 2.403 0.515 -0.643
H 0.102 -1.908 2.075
H 1.270 -2.635 0.979
H -0.235 -2.045 0.346
H 3.107 0.347 1.661
H 3.054 -1.400 1.553
H 2.171 -0.580 2.841
H -1.909 2.175 1.807
H -2.363 2.480 0.129
H -0.869 3.144 0.752
C -1.940 -4.319 -4.971
C -0.822 -3.251 -5.045
C -0.339 -3.120 -6.494
C 0.502 -4.311 -6.952
C 1.653 -4.571 -5.985
C 1.211 -4.695 -4.521
N 0.294 -3.591 -4.114
O 1.009 -2.515 -3.917
C 0.527 -6.058 -4.291
C 2.460 -4.744 -3.633
C -1.513 -1.949 -4.620
H -2.904 -3.891 -5.248
H -1.786 -5.153 -5.653
H -2.046 -4.714 -3.959
H 0.259 -2.209 -6.604
H -1.198 -3.005 -7.160
H -0.119 -5.206 -7.055
H 0.903 -4.108 -7.948
H 2.181 -5.480 -6.286
H 2.376 -3.754 -6.081
H 0.103 -6.114 -3.286
H 1.251 -6.869 -4.384
H -0.261 -6.282 -5.006
H 3.113 -3.885 -3.786
H 3.050 -5.633 -3.861
H 2.190 -4.785 -2.576
H -1.886 -2.024 -3.595
H -2.364 -1.745 -5.271
H -0.856 -1.082 -4.683
*
```

Record 3
# C4H10FN2

2 unconnected molecules or ions with the total composition C4H10FN2 (ωB97M-V with the def2-TZVPD basis set, the OMol25 dataset).

Its LUMO energy is -0.1452 Ha. For the relative energy (zero: lowest compared OMol25 entry of this formula, charge and spin), the calculation gives 65.4 kJ/mol. Its strongest force on any atom is 0.09901 hartree/bohr. For the HOMO energy, the calculation gives -14.30 eV. For the molar mass, the calculation gives 105.14 Da. The calculation puts the frontier orbital gap at 10.353 eV.

```
! RIJCOSX wB97M-V def2-TZVPD def2/J DEFGRID3
* xyz 1 1
C -0.959 1.047 1.386
C 0.582 -1.122 -1.894
C 0.938 -1.337 -0.430
C 0.940 -0.069 0.387
N -2.097 1.690 1.362
N -0.265 0.704 0.333
F 1.274 -0.280 1.670
H -0.559 0.766 2.356
H 0.716 -2.053 -2.436
H -0.457 -0.822 -2.020
H 1.230 -0.377 -2.346
H 1.934 -1.777 -0.349
H 0.233 -2.038 0.030
H 2.189 0.858 -0.155
H -2.591 1.893 2.217
H -2.532 1.989 0.499
H -0.575 0.929 -0.609
*
```

Record 4
# C3H7NS

2 unconnected molecules or ions with the total composition C3H7NS (ωB97M-V with the def2-TZVPD basis set, the OMol25 dataset).

Its LUMO energy is -0.0464 Ha. For the relative energy (zero: lowest compared OMol25 entry of this formula, charge and spin), the calculation gives 689.5 kJ/mol. Its strongest force on any atom is 0.13134 hartree/bohr. For the HOMO energy, the calculation gives -8.78 eV. For the molar mass, the calculation gives 89.16 Da. The calculation puts the frontier orbital gap at 7.517 eV.

```
! RIJCOSX wB97M-V def2-TZVPD def2/J DEFGRID3
* xyz 0 1
C 0.445 0.132 1.258
C 0.037 0.561 -0.177
C -0.727 -0.730 -0.889
H 2.600 0.001 -0.570
H -0.022 0.880 1.955
H -0.116 -0.890 1.648
H 0.240 1.319 -1.040
H -0.491 -1.211 -2.035
H -0.969 -1.693 -0.110
H -1.694 1.142 -1.167
N -1.409 0.333 -0.408
S 2.105 0.156 1.536
*
```